Record 1
17
Properties=species:S:1:pos:R:3:forces:R:3 method="wB97M-V/def2-TZVPD" total_energy_ha=-400.99759 relative_energy_kj_mol=470.4 gap_ev="7.5 / 7.5" e_lumo_ev="-0.39 / -0.39" total_charge=0
C 0.856283 -0.160407 -0.853109 -0.710 0.593 -1.830
C -0.387359 0.490954 -1.122656 1.408 0.167 -0.196
N -1.287120 -0.191110 -1.996411 -0.101 -0.295 0.056
C -0.901837 0.338998 0.643073 0.900 -0.872 1.189
C 0.485226 0.154071 1.393795 -1.198 -0.136 0.942
C 0.672365 -0.916262 2.175808 0.028 0.303 -0.517
O 2.063119 0.343933 -1.126490 -0.677 -0.150 0.995
O -1.725813 -0.615818 0.695627 0.336 0.174 -0.196
H 1.980279 1.257045 -1.435673 -0.062 -0.039 -0.066
H 0.868124 -1.221983 -0.655016 0.087 -0.005 0.110
H -0.282716 1.548637 -1.372104 0.058 -0.061 -0.001
H -1.599694 -1.044506 -1.536069 -0.200 0.133 0.077
H -2.105868 0.372477 -2.191291 -0.007 -0.018 0.240
H -1.234632 1.364386 0.907960 0.041 0.104 -0.649
H 1.123581 1.027666 1.500791 0.100 0.022 -0.146
H -0.035026 -1.734869 2.120648 -0.116 0.049 0.064
H 1.511089 -1.013211 2.851118 0.112 0.030 -0.072



Record 2
30
Properties=species:S:1:pos:R:3:forces:R:3 method="wB97M-V/def2-TZVPD" total_energy_ha=-578.59199 smiles=CO.CO.CO.CO.CO relative_energy_kj_mol=196.2 gap_ev=10.7 e_lumo_ev=0.69 total_charge=0
C -0.540714 2.491337 1.515169 0.303 0.199 0.546
O -1.413595 3.444886 0.930905 -0.253 -0.030 -0.002
H -0.861324 1.489553 1.252922 0.054 -0.015 -0.300
H 0.489229 2.672324 1.192845 -0.013 -0.263 -0.081
H -0.553252 2.548822 2.612118 -0.056 0.027 -0.105
H -1.292636 4.272389 1.402460 -0.037 0.060 -0.102
C 4.810450 0.432970 -0.876079 -0.155 -0.281 -0.004
O 4.686239 1.510950 0.035801 -0.062 0.005 0.058
H 5.796237 0.401337 -1.346541 0.019 0.052 0.010
H 4.613322 -0.541885 -0.415260 0.069 0.121 0.088
H 4.052305 0.561448 -1.647938 0.079 0.132 -0.045
H 5.021084 1.247479 0.897396 0.037 -0.030 -0.110
C -2.597348 0.929824 -1.566268 -0.130 -0.847 0.026
O -4.015824 0.993488 -1.694366 0.218 0.324 -0.055
H -2.099917 1.869344 -1.328619 -0.212 0.152 -0.002
H -2.336084 0.178990 -0.809681 0.111 0.201 0.084
H -2.222540 0.541570 -2.511855 0.037 0.170 -0.084
H -4.364028 1.509057 -0.963503 0.001 0.030 0.061
C 0.998123 -0.601139 -0.811189 0.126 -0.036 -0.031
O 0.183817 -0.704632 0.339443 -0.235 0.078 0.353
H 1.931606 -1.151039 -0.660083 -0.052 -0.040 -0.038
H 0.489238 -1.006214 -1.686331 0.100 0.097 -0.111
H 1.251645 0.449107 -0.972402 -0.062 -0.024 -0.107
H -0.603469 -1.211550 0.127425 0.104 -0.182 -0.056
C -1.994312 -3.550349 1.460655 -0.072 0.022 0.346
O -1.390368 -3.728004 0.189958 0.018 0.151 0.059
H -1.763688 -2.546687 1.816402 0.045 0.037 -0.169
H -3.083079 -3.649527 1.420214 0.035 -0.031 -0.039
H -1.599378 -4.239377 2.215175 -0.023 -0.071 -0.136
H -1.591740 -4.614472 -0.118771 0.008 -0.008 -0.053



Record 3
13
Properties=species:S:1:pos:R:3:forces:R:3 method="wB97M-V/def2-TZVPD" total_energy_ha=-344.44477 relative_energy_kj_mol=412.6 gap_ev="9.0 / 6.9" e_lumo_ev="0.68 / -0.24" total_charge=0
O -2.282145 0.174534 -0.074924 0.362 -0.003 -0.074
C -1.089857 0.120902 -0.212936 -0.781 0.110 -0.029
C -0.187653 1.243342 -0.740169 -0.108 0.042 -0.091
O 0.971430 0.570911 -1.204891 -0.209 0.707 -0.222
C 0.956207 -0.648886 -0.679851 1.274 -1.287 -0.581
C 0.282535 -0.534217 1.516423 -0.371 -0.011 0.370
C -0.155996 -1.042724 0.160970 -0.169 0.534 0.154
H 0.095087 1.908361 0.084622 -0.159 -0.053 -0.081
H -0.609120 1.806274 -1.570844 -0.134 -0.024 0.137
H 1.729016 -1.294950 -1.088796 -0.064 0.108 0.309
H -0.453957 0.091427 2.029265 0.381 -0.012 -0.002
H 1.329486 -0.347138 1.735131 -0.081 -0.404 0.006
H -0.585033 -2.047837 0.046000 0.060 0.295 0.104



Record 4
7
Properties=species:S:1:pos:R:3:forces:R:3 method="wB97M-V/def2-TZVPD" total_energy_ha=-839.93901 relative_energy_kj_mol=120.6 gap_ev=6.9 e_lumo_ev=3.99 total_charge=-1
O 1.351563 -1.201401 0.029052 0.376 2.627 -0.837
O 1.993918 1.263210 0.670073 -0.833 -1.243 -1.253
Si -0.890089 0.071552 -0.039657 1.605 0.105 -2.096
S 1.376930 0.335914 -0.393677 0.361 -1.132 1.922
H -2.103450 0.830256 -0.072682 -1.029 1.139 0.532
H -1.160904 -0.651232 -1.302698 0.014 -0.536 0.039
H -0.567968 -0.648297 1.109589 -0.494 -0.959 1.694